(1)
The following is a quantum chemistry calculation of a structure of composition C35H44N2O2P3Ru at a distorted geometry, from OMol25.

Summary:
* gap between HOMO and LUMO (alpha / beta): 0.1714 / 0.2167 Eh
* <S²>: 6.050
* F_max: 4.48 eV Å⁻¹
* HOMO energy (alpha / beta): -6.983 / -10.530 eV

Geometry as ORCA input:
```
! RIJCOSX wB97M-V def2-TZVPD def2/J DEFGRID3
* xyz 1 5
C -0.239 4.005 -3.312
C -0.419 2.694 -2.786
N 0.434 2.256 -1.761
C 1.467 3.042 -1.367
C 1.530 4.377 -1.743
C 0.679 4.849 -2.732
C -1.441 1.837 -3.225
P -1.605 0.238 -2.400
Ru 0.300 0.281 -0.958
P 2.619 0.623 -0.685
C 2.462 2.453 -0.379
C 0.365 -1.967 -1.145
C -0.769 -2.689 -0.812
C -0.724 -4.090 -0.689
C 0.455 -4.796 -0.961
C 1.574 -4.067 -1.377
C 1.502 -2.669 -1.519
O -0.123 1.077 -6.758
O 1.850 -1.675 -5.190
H -0.880 4.290 -4.148
H 2.230 5.018 -1.196
H 0.748 5.883 -3.037
C -3.185 0.564 -1.504
C -2.058 -1.097 -3.556
H 3.436 2.958 -0.434
H 2.091 2.631 0.642
H -0.706 1.311 -6.056
H -2.240 2.233 -3.874
C 3.316 -0.177 0.767
C 3.900 0.570 -1.977
H -1.708 -2.169 -0.629
H -1.628 -4.622 -0.394
H 0.481 -5.896 -0.869
H 2.508 -4.575 -1.637
H 2.353 -2.145 -1.952
H 0.731 -0.160 -2.506
H 1.387 -2.138 -4.434
H 1.141 -1.100 -5.540
H 0.721 1.599 -6.533
H 1.485 0.108 -2.448
H -3.971 0.809 -2.230
H -3.557 -0.243 -0.864
H -3.030 1.438 -0.862
H -2.901 -0.817 -4.200
H -1.191 -1.335 -4.178
H -2.343 -2.013 -3.027
H 4.802 1.123 -1.661
H 4.159 -0.477 -2.180
H 3.498 1.013 -2.897
H 4.273 0.256 1.093
H 2.620 -0.164 1.615
H 3.482 -1.235 0.527
N -0.292 0.223 0.741
P -0.681 -0.056 2.323
C -2.281 -0.815 2.277
C -3.371 -0.106 1.743
C -4.638 -0.696 1.746
C -4.812 -1.968 2.296
C -3.724 -2.668 2.818
C -2.450 -2.105 2.803
C 0.593 -1.132 2.942
C 1.227 -0.791 4.150
C 2.197 -1.644 4.677
C 2.519 -2.831 4.017
C 1.884 -3.176 2.824
C 0.914 -2.334 2.283
C -0.641 1.536 3.086
C -1.764 1.953 3.818
C -1.706 3.159 4.515
C -0.553 3.944 4.469
C 0.553 3.537 3.719
C 0.521 2.326 3.021
H -3.225 0.894 1.319
H -5.487 -0.175 1.308
H -5.798 -2.433 2.293
H -3.834 -3.667 3.232
H -1.585 -2.645 3.191
H 0.949 0.135 4.658
H 2.697 -1.360 5.599
H 3.284 -3.483 4.441
H 2.154 -4.102 2.312
H 0.415 -2.595 1.342
H -2.659 1.332 3.833
H -2.587 3.464 5.070
H -0.532 4.893 5.007
H 1.444 4.159 3.662
H 1.391 2.004 2.444
*
```


(2)
The following is a quantum chemistry calculation of a structure of composition C8H17N2O2PtS, from OMol25.

Summary:
* gap between HOMO and LUMO (alpha / beta): 0.3874 / 0.2262 Eh
* <S²>: 6.017
* relative energy (zero: lowest compared OMol25 entry of this formula, charge and spin): 0.0 kcal per mole
* F_max: 0.64 eV Å⁻¹
* HOMO energy (alpha / beta): -20.641 / -22.427 eV

Geometry as ORCA input:
```
! RIJCOSX wB97M-V def2-TZVPD def2/J DEFGRID3
* xyz 3 5
Pt -0.653 -0.354 -0.634
C 2.207 0.801 -0.624
C 1.300 1.801 -1.332
N -0.102 1.744 -0.803
C -0.434 2.510 0.435
C 0.206 1.969 1.721
S -0.031 0.179 1.796
C 1.571 -0.614 2.002
C 1.928 -1.333 0.686
N 1.537 -0.539 -0.512
H 2.469 1.130 0.378
H 3.147 0.692 -1.167
H 1.231 1.575 -2.398
H 1.688 2.818 -1.242
H -0.719 2.115 -1.528
H -1.522 2.502 0.523
H -0.120 3.554 0.328
H -0.318 2.407 2.581
H 1.269 2.174 1.847
H 1.470 -1.353 2.805
H 2.282 0.143 2.330
H 1.421 -2.296 0.624
H 3.008 -1.519 0.697
H 1.787 -1.097 -1.332
C -3.843 -3.469 -1.059
O -2.536 -2.673 -0.795
C -2.608 -1.418 -0.913
O -3.441 -0.588 -1.113
H -3.566 -4.479 -0.785
H -4.042 -3.347 -2.118
H -4.589 -3.039 -0.397
*
```


(3)
The following is a quantum chemistry calculation of a structure of composition H19HfO10 at a distorted geometry, from OMol25.

Summary:
* gap between HOMO and LUMO: 0.1688 Eh
* F_max: 6.85 eV Å⁻¹
* HOMO energy: -19.580 eV

Geometry as ORCA input:
```
! RIJCOSX wB97M-V def2-TZVPD def2/J DEFGRID3
* xyz 3 1
Hf -20.081 1.033 0.135
O -21.493 2.112 -0.629
H -21.745 2.802 -1.327
O -18.960 1.719 -1.647
H -18.041 1.463 -2.027
H -19.254 2.363 -2.284
O -19.907 4.091 -3.135
H -19.454 4.339 -2.321
H -19.362 4.413 -3.828
O -21.506 5.132 0.418
H -21.789 4.620 1.165
H -20.647 5.532 0.630
O -23.275 2.403 -3.555
H -22.940 2.970 -2.904
H -22.516 2.207 -4.123
O -24.367 1.756 -0.783
H -24.497 1.568 0.145
H -23.491 2.135 -0.796
O -21.598 -0.292 0.777
H -21.397 -0.979 1.416
H -22.597 -0.318 0.763
O -23.082 4.559 -1.752
H -23.065 5.351 -2.291
H -22.380 4.802 -1.122
O -22.949 -0.138 -2.244
H -23.522 0.582 -1.856
H -22.481 0.315 -2.919
O -20.930 1.797 2.189
H -20.687 1.367 3.020
H -21.552 2.471 2.470
*
```


(4)
The following is a quantum chemistry calculation of the ion C3HO2 with charge -1 at a distorted geometry, from OMol25.

Summary:
* gap between HOMO and LUMO (alpha / beta): 0.1508 / 0.2457 Eh
* <S²>: 2.011
* F_max: 3.14 eV Å⁻¹
* HOMO energy (alpha / beta): 0.419 / -3.407 eV

Geometry as ORCA input:
```
! RIJCOSX wB97M-V def2-TZVPD def2/J DEFGRID3
* xyz -1 3
C 0.855 0.108 0.008
C -0.470 -0.713 -0.056
C -0.407 0.729 -0.004
O -0.935 -1.820 0.036
O -1.022 1.789 -0.179
H 1.978 -0.095 0.195
*
```


(5)
The following is a quantum chemistry calculation of the molecule CH2O2 at a distorted geometry, from OMol25.

Summary:
* structure (SMILES): O=CO
* gap between HOMO and LUMO: 0.4427 Eh
* relative energy (zero: lowest compared OMol25 entry of this formula, charge and spin): 7.7 kcal per mole
* F_max: 4.52 eV Å⁻¹
* HOMO energy: -11.234 eV

Geometry as ORCA input:
```
! RIJCOSX wB97M-V def2-TZVPD def2/J DEFGRID3
* xyz 0 1
C -0.151 0.350 -0.019
H 0.975 -1.049 0.170
H -0.032 1.399 0.142
O 1.151 -0.078 -0.022
O -1.155 -0.228 -0.003
*
```


(6)
The following is a quantum chemistry calculation of the molecule C14H19FN2O4S, from OMol25.

Summary:
* structure (SMILES): CCOc1cc(S(=O)(=O)N2CCC(C(N)=O)CC2)ccc1F
* gap between HOMO and LUMO: 0.3462 Eh
* relative energy (zero: lowest compared OMol25 entry of this formula, charge and spin): 0.0 kcal per mole
* F_max: 0.99 eV Å⁻¹
* HOMO energy: -8.810 eV

Geometry as ORCA input:
```
! RIJCOSX wB97M-V def2-TZVPD def2/J DEFGRID3
* xyz 0 1
C 5.606 -1.490 0.513
C 5.395 -0.679 -0.761
H 4.756 -1.218 -1.469
H 6.357 -0.480 -1.241
O 4.870 0.612 -0.502
C 3.571 0.749 -0.173
C 2.610 -0.257 -0.166
C 1.302 0.021 0.186
C 0.896 1.290 0.537
C 1.834 2.314 0.524
C 3.139 2.039 0.179
F 4.037 3.042 0.175
H 1.561 3.325 0.783
H -0.124 1.498 0.810
S 0.209 -1.414 0.196
O 0.345 -2.057 1.472
O 0.523 -2.173 -0.981
N -1.347 -0.905 0.061
C -2.090 -0.511 1.234
C -3.564 -0.848 1.020
H -3.669 -1.928 0.906
H -4.141 -0.528 1.889
C -4.099 -0.170 -0.253
C -4.162 1.343 -0.075
O -3.199 2.055 0.113
N -5.411 1.860 -0.135
H -6.230 1.299 -0.288
H -5.525 2.854 -0.021
C -3.209 -0.554 -1.447
C -1.739 -0.250 -1.162
H -1.103 -0.650 -1.952
H -1.595 0.836 -1.093
H -3.525 -0.015 -2.341
H -3.319 -1.625 -1.626
H -5.112 -0.538 -0.444
H -1.675 -1.070 2.072
H -1.994 0.564 1.427
H 2.838 -1.274 -0.440
H 4.660 -1.690 1.011
H 6.080 -2.436 0.267
H 6.248 -0.940 1.197
*
```


(7)
The following is a quantum chemistry calculation of a structure of composition C18H29BN9O2S3Tb at a distorted geometry, from OMol25.

Summary:
* gap between HOMO and LUMO (alpha / beta): 0.2919 / 0.2938 Eh
* <S²>: 12.675
* F_max: 3.65 eV Å⁻¹
* HOMO energy (alpha / beta): -12.585 / -12.593 eV

Geometry as ORCA input:
```
! RIJCOSX wB97M-V def2-TZVPD def2/J DEFGRID3
* xyz 2 7
Tb -12.705 -16.233 0.854
C -8.349 -17.006 4.530
N -9.743 -16.652 4.891
C -10.162 -16.158 6.052
C -11.426 -15.753 5.889
N -11.781 -16.091 4.583
B -13.203 -16.069 4.005
N -14.006 -17.409 4.179
C -14.318 -17.922 5.425
C -15.220 -18.906 5.271
N -15.384 -19.024 3.914
C -16.337 -19.943 3.247
C -14.622 -18.094 3.224
S -14.680 -17.991 1.480
C -10.715 -16.655 3.973
S -10.597 -17.238 2.341
H -7.755 -16.152 4.621
H -8.407 -17.368 3.500
H -7.959 -17.833 5.169
H -9.545 -16.080 6.929
H -12.181 -15.378 6.535
H -13.179 -15.549 2.844
H -13.783 -15.265 4.641
H -14.052 -17.382 6.357
H -15.679 -19.468 6.085
H -16.383 -20.780 3.916
H -15.883 -20.231 2.344
H -17.315 -19.534 3.096
N -16.122 -13.995 -4.220
C -15.348 -14.523 -3.272
C -15.881 -14.768 -1.963
C -15.158 -15.466 -1.041
N -13.824 -15.722 -1.217
C -13.280 -15.372 -2.415
C -14.003 -14.809 -3.432
H -17.114 -14.068 -4.257
H -15.712 -13.877 -5.158
H -16.870 -14.516 -1.722
H -15.416 -15.606 0.023
H -12.217 -15.582 -2.461
H -13.375 -14.707 -4.316
C -12.199 -10.774 3.611
N -11.873 -11.600 2.437
C -11.638 -11.119 1.263
S -11.790 -12.240 -0.154
N -11.393 -9.873 1.048
C -11.041 -9.279 -0.215
H -12.859 -11.331 4.354
H -12.557 -9.771 3.393
H -11.208 -10.671 4.181
H -12.227 -12.554 2.471
H -11.497 -9.169 1.810
H -10.110 -8.739 -0.064
H -11.832 -8.659 -0.588
H -11.031 -10.048 -0.961
O -12.540 -14.083 1.331
O -11.384 -13.604 0.598
C -8.292 -17.369 -1.131
C -9.672 -17.060 -1.001
N -10.751 -16.831 -0.698
H -8.063 -18.074 -0.281
H -7.724 -16.517 -0.994
H -7.896 -17.735 -2.048
*
```


(8)
The following is a quantum chemistry calculation of a cluster of 18 separate species, H37O18 in total at a distorted geometry, from OMol25.

Summary:
* gap between HOMO and LUMO: 0.3933 Eh
* relative energy (zero: lowest compared OMol25 entry of this formula, charge and spin): 104.4 kcal per mole
* F_max: 2.01 eV Å⁻¹
* HOMO energy: -13.395 eV

Geometry as ORCA input:
```
! RIJCOSX wB97M-V def2-TZVPD def2/J DEFGRID3
* xyz 1 1
O -1.328 0.496 -0.425
H 0.684 -3.997 3.478
H 4.834 -0.056 -3.613
O 4.151 -0.453 -4.160
H -0.431 0.645 -0.078
O 0.259 3.646 2.556
H 1.130 3.894 2.872
H 0.073 4.271 1.850
O -2.494 -1.069 -2.482
H -2.696 -0.864 -1.546
H -1.543 -0.928 -2.358
O -2.176 0.858 3.840
H -2.453 -0.062 3.871
H -2.276 1.231 4.726
O 0.177 1.044 2.953
H 0.290 2.038 2.788
H -0.802 0.834 3.234
O -0.167 -3.566 -2.808
H 0.713 -3.492 -3.183
H -0.193 -3.727 -1.868
O 4.790 -3.486 -0.823
H 4.389 -4.149 -1.424
H 4.513 -3.947 -0.016
O -4.428 -0.364 2.262
H -3.488 -0.205 2.237
H -1.081 0.944 -1.262
O 0.785 -0.720 -2.754
H 1.651 -1.138 -2.702
H 0.056 -1.322 -2.933
O -2.690 -2.508 1.293
H -2.056 -2.748 0.623
H -3.555 -2.382 0.885
O 3.306 3.136 -3.677
H 3.588 3.719 -2.943
H 2.643 3.783 -3.961
O -0.140 -3.962 2.976
H -4.924 0.395 1.969
H -0.699 -4.597 3.446
O -3.623 2.936 -1.689
H -4.429 2.459 -1.886
H -3.011 2.771 -2.404
O 1.469 -0.044 0.701
H 0.364 0.736 2.025
H 1.191 -0.693 0.045
O -3.638 2.912 1.379
H -4.202 3.611 1.726
H -4.119 2.665 0.590
O 3.115 -2.198 1.176
H 3.935 -2.340 1.649
H 3.261 -2.550 0.286
O 2.243 3.335 -0.439
H 2.047 2.497 -0.902
H 3.220 3.284 -0.475
H 2.010 -0.587 1.302
H 4.020 0.212 -4.858
*
```